No. 1
The following is a quantum chemistry calculation of a structure of composition C36H32CeF5OP2Te in a non-equilibrium geometry, from the Open Molecules 2025 dataset.

Last column: Löwdin charge in e.
Cartesian coordinates (Å):
C 0.7517 -0.9382 -2.3103  -0.09
C -0.2804 -1.3543 -1.4564  -0.32
C -1.5721 -1.5069 -1.9792  -0.06
C -1.8202 -1.2657 -3.3286  -0.04
C -0.7835 -0.8703 -4.1742  -0.05
C 0.5027 -0.7032 -3.6606  -0.04
P 0.0273 -1.6158 0.3305  0.80
C -1.2520 -2.8632 0.7517  -0.32
C -2.3414 -2.4760 1.5398  -0.09
C -3.3562 -3.3873 1.8312  -0.03
C -3.2840 -4.6925 1.3448  -0.03
C -2.1929 -5.0869 0.5671  -0.03
C -1.1810 -4.1768 0.2695  -0.04
Ce 0.0108 0.0100 1.7318  0.79
P 0.0233 1.5795 0.2294  0.82
C -1.3148 1.7162 -1.0093  -0.32
C -1.1446 2.0972 -2.3429  -0.06
C -2.2479 2.1857 -3.1932  -0.04
C -3.5267 1.8986 -2.7196  -0.04
C -3.7027 1.5005 -1.3919  -0.04
C -2.6030 1.4008 -0.5455  -0.10
C -0.2318 3.0560 1.2859  -0.31
C 0.6180 3.1746 2.4002  -0.11
C 0.4542 4.2222 3.3029  -0.02
C -0.5545 5.1659 3.1004  -0.02
C -1.3976 5.0576 1.9932  -0.03
C -1.2422 4.0063 1.0899  -0.04
C 1.5886 1.9978 -0.6257  -0.30
C 2.6702 1.1195 -0.4855  -0.10
C 3.9034 1.4191 -1.0635  -0.04
C 4.0677 2.6068 -1.7767  -0.03
C 3.0026 3.5034 -1.8948  -0.03
C 1.7705 3.2053 -1.3158  -0.06
C 1.6000 -2.5649 0.3414  -0.31
C 2.0196 -3.3514 -0.7427  -0.07
C 3.2095 -4.0749 -0.6686  -0.03
C 3.9892 -4.0250 0.4876  -0.03
C 3.5731 -3.2514 1.5722  -0.03
C 2.3873 -2.5222 1.5012  -0.08
H 1.4081 2.4406 2.5515  0.10
H 1.1114 4.3002 4.1643  0.13
H -0.6833 5.9835 3.8038  0.13
H -2.1815 5.7928 1.8328  0.12
H -1.9059 3.9218 0.2351  0.11
H -0.1518 2.3068 -2.7255  0.10
H -2.1035 2.4732 -4.2310  0.12
H -4.3829 1.9711 -3.3844  0.12
H -4.6948 1.2592 -1.0208  0.12
H -2.7214 1.0668 0.4833  0.11
H 2.5317 0.2120 0.0984  0.08
H 4.7355 0.7299 -0.9489  0.12
H 5.0282 2.8437 -2.2258  0.12
H 3.1371 4.4397 -2.4294  0.12
H 0.9548 3.9200 -1.3828  0.12
H 1.4231 -3.3921 -1.6488  0.11
H 3.5266 -4.6767 -1.5160  0.12
H 4.9176 -4.5871 0.5419  0.13
H 4.1730 -3.2122 2.4770  0.13
H 2.0544 -1.9190 2.3428  0.08
H -2.3663 -1.4634 1.9343  0.08
H -4.1949 -3.0799 2.4494  0.13
H -4.0695 -5.4057 1.5792  0.13
H -2.1267 -6.1066 0.1976  0.12
H -0.3319 -4.4920 -0.3291  0.11
H -2.3812 -1.8218 -1.3281  0.12
H -2.8270 -1.3839 -3.7185  0.12
H -0.9789 -0.6865 -5.2269  0.09
H 1.3156 -0.3891 -4.3094  0.12
H 1.7562 -0.8119 -1.9230  0.10
H -0.0434 0.1411 -7.3032  0.02
H 0.6984 0.1393 -7.2532  0.03
F -1.2632 1.3370 6.3897  -0.38
Te -0.1057 -0.1090 5.6018  2.08
F -0.2285 -1.1691 7.3019  -0.34
F 1.5322 0.8327 6.2806  -0.38
F 1.0600 -1.5382 4.8294  -0.41
F -1.7612 -1.0266 4.9383  -0.40
O 0.0019 0.9600 3.8882  -0.69

Multiplicity: 2
Lowest unoccupied orbital energy (alpha / beta) (eV): -7.92 / -7.90
Kohn-Sham gap (alpha / beta) (eV): 6.56 / 6.54
HOMO level (alpha / beta) (eV): -14.48 / -14.44
Energy relative to the best compared isomer or geometry (same formula, charge and spin) (eV): 10.5435
Max |F| (hartree/bohr): 0.3717
Net charge: +2


No. 2
The following is a quantum chemistry calculation of a structure of composition C36H32ClF3LaN10OS2Se, from the Open Molecules 2025 dataset.

Last column: Löwdin charge in e.
Cartesian coordinates (Å):
La 0.0535 0.0236 -0.1613  1.74
C 0.2252 0.7737 -6.4318  -0.09
C -1.1202 0.2046 -5.9854  -0.23
N -1.5574 0.7286 -4.7016  -0.02
C -1.1182 0.2848 -3.5075  -0.85
S -1.8084 1.0785 -2.1226  0.51
N -0.2201 -0.6740 -3.5515  -0.04
N 0.1889 -1.2490 -2.3871  -0.12
C 0.9339 -2.3002 -2.5165  -0.27
C 1.3924 -2.7931 -3.8536  -0.01
C 1.1871 -3.1037 -1.3058  -0.28
C 2.2160 -4.0329 -1.2121  -0.01
C 2.3288 -4.8095 -0.0717  -0.03
C 1.3859 -4.6689 0.9312  -0.04
C 0.3993 -3.7126 0.7665  -0.16
N 0.3050 -2.9294 -0.3026  0.02
H 0.4794 0.4105 -7.4280  0.08
H 1.0049 0.4672 -5.7345  0.05
H 0.1838 1.8638 -6.4611  0.07
H -1.0521 -0.8794 -5.9003  0.11
H -1.8896 0.4460 -6.7177  0.12
H -2.1884 1.5096 -4.6742  0.11
H 1.3759 -1.9767 -4.5679  0.06
H 0.7090 -3.5679 -4.2114  0.11
H 2.3900 -3.2245 -3.8012  0.07
H 2.9415 -4.1387 -2.0055  0.11
H 3.1379 -5.5196 0.0315  0.12
H 1.4208 -5.2670 1.8310  0.12
H -0.3489 -3.5583 1.5378  0.11
Se -7.7054 2.3161 1.8180  1.17
N -6.9798 0.7492 1.4811  -0.23
C -5.6900 0.9366 1.3501  -0.33
C -4.7436 -0.1124 1.0335  -0.07
C -5.1587 -1.4157 0.7523  0.03
C -4.2164 -2.3589 0.4173  -0.01
C -2.8819 -1.9713 0.3715  -0.11
N -2.4691 -0.7403 0.6389  0.00
C -3.3767 0.1962 0.9656  -0.17
C -2.9052 1.5660 1.2203  -0.17
N -1.5787 1.7968 1.2328  0.03
C -1.1509 3.0319 1.4599  -0.12
C -1.9965 4.1223 1.6253  -0.01
C -3.3541 3.9051 1.6112  0.03
C -3.8257 2.6016 1.4433  -0.07
C -5.2371 2.2892 1.5193  -0.33
N -6.1694 3.1720 1.7795  -0.23
H -6.2149 -1.6464 0.7932  0.13
H -4.4944 -3.3748 0.1761  0.12
H -2.1090 -2.6776 0.0900  0.09
H -0.0765 3.1489 1.5349  0.09
H -1.5842 5.1112 1.7685  0.12
H -4.0743 4.7019 1.7401  0.13
F 3.7995 -2.9459 4.8192  0.13
C 3.5419 -2.4010 3.6144  -0.60
F 3.8762 -3.3261 2.6975  0.12
F 4.3859 -1.3600 3.4727  0.12
C 2.1041 -1.9698 3.5222  -0.12
C 1.2752 -2.1340 4.6118  0.01
C -0.0435 -1.6932 4.5450  -0.05
C -0.4694 -1.1150 3.3716  -0.14
N 0.3075 -0.9616 2.2973  -0.10
C 1.6006 -1.3688 2.3405  -0.70
S 2.5288 -1.1238 0.9222  0.65
H 1.6466 -2.6081 5.5101  0.13
H -0.7060 -1.7861 5.3926  0.11
H -1.4888 -0.7558 3.2727  0.10
C 3.2869 2.8967 2.5024  0.01
C 2.9070 2.2215 1.2205  -0.49
C 3.9948 1.9831 0.2237  -0.01
O 1.7541 1.8651 1.0259  -0.15
H 4.0386 3.6672 2.3446  0.09
H 3.7225 2.1348 3.1574  0.11
H 2.4165 3.3135 3.0060  0.09
H 4.8234 2.6779 0.3330  0.09
H 3.5988 2.0129 -0.7919  0.08
H 4.3605 0.9663 0.3935  0.07
Cl 1.8776 6.1395 -1.3718  0.71
C 1.7506 4.5762 -2.0879  -0.64
C 2.1478 4.3541 -3.3959  -0.07
C 2.0331 3.0664 -3.8899  -0.03
C 1.5514 2.0639 -3.0637  -0.14
N 1.1611 2.2808 -1.8047  -0.01
C 1.2493 3.5244 -1.3385  -0.19
H 2.5304 5.1643 -4.0013  0.12
H 2.3179 2.8388 -4.9077  0.11
H 1.4703 1.0474 -3.4284  0.09
H 0.9047 3.7063 -0.3313  0.08

Lowest unoccupied orbital energy (eV): -3.04
Kohn-Sham gap (eV): 6.98
HOMO level (eV): -10.02
Energy relative to the best compared isomer or geometry (same formula, charge and spin) (eV): 0.5283
Max |F| (hartree/bohr): 0.0174
Net charge: +1


No. 3
The following is a quantum chemistry calculation of a structure of composition C36H32F2N3O3SiTa, from the Open Molecules 2025 dataset.

Last column: Löwdin charge in e.
Cartesian coordinates (Å):
Ta 0.5130 -0.6643 0.4693  1.79
C 4.7118 -0.0167 -1.0168  -0.06
O 5.2789 -0.4697 0.2064  -0.07
C 4.7257 -0.0075 1.3667  -0.21
C 5.5919 0.4935 2.3145  0.02
C 5.1525 0.8908 3.5805  -0.08
C 3.8240 0.7587 3.8922  -0.04
C 2.9145 0.2648 2.9410  -0.13
C 1.5786 -0.0054 3.3828  -0.04
N 0.6107 -0.4318 2.6475  -0.11
N -0.5662 -0.7414 3.3366  0.11
C -1.3209 -1.4394 2.5533  -0.41
O -0.9368 -1.7526 1.3351  -0.22
C -2.6537 -1.8904 2.9940  -0.14
C -3.0557 -1.7462 4.3194  -0.03
C -4.3223 -2.1524 4.7013  -0.08
C -5.1919 -2.6989 3.7649  -0.09
C -4.7921 -2.8411 2.4442  -0.08
C -3.5224 -2.4395 2.0566  -0.01
C 3.3454 -0.1042 1.6510  -0.22
O 2.5030 -0.5779 0.7611  -0.22
H 5.4823 -0.1402 -1.7758  0.10
H 3.8322 -0.5971 -1.2890  0.07
H 4.4426 1.0406 -0.9450  0.09
H 6.6389 0.5516 2.0456  0.12
H 5.8575 1.2759 4.3034  0.10
H 3.4551 1.0220 4.8759  0.11
H 1.3587 0.1066 4.4424  0.14
H -2.3689 -1.3155 5.0348  0.11
H -4.6349 -2.0430 5.7316  0.10
H -6.1825 -3.0141 4.0668  0.10
H -5.4693 -3.2646 1.7140  0.10
H -3.1949 -2.5362 1.0304  0.12
C 0.9909 3.7438 1.4578  -0.07
C 1.7167 4.2271 0.3777  -0.08
C 2.0138 3.3792 -0.6749  -0.03
C 1.5996 2.0484 -0.6322  -0.20
C 0.8944 1.5297 0.4611  -0.20
C 0.5930 2.4137 1.4974  -0.10
C 1.7537 1.1489 -1.7780  -0.22
C 2.4895 1.5040 -2.9401  -0.01
C 2.5288 0.6604 -3.9976  0.01
C 1.7379 -0.5127 -3.9913  -0.15
C 1.6165 -1.3526 -5.1191  -0.03
C 0.7361 -2.3961 -5.1090  -0.07
C -0.0745 -2.6164 -3.9791  -0.05
C 0.0421 -1.8327 -2.8643  -0.03
C 0.9919 -0.7921 -2.8278  -0.19
N 1.1242 -0.0158 -1.6935  0.04
H 0.7330 4.4076 2.2741  0.10
H 2.0317 5.2617 0.3468  0.10
H 2.5451 3.7761 -1.5303  0.10
H 0.0170 2.0739 2.3507  0.09
H 3.0406 2.4317 -2.9595  0.11
H 3.1221 0.8959 -4.8736  0.12
H 2.2136 -1.1375 -5.9969  0.11
H 0.6361 -3.0346 -5.9765  0.11
H -0.8102 -3.4096 -3.9937  0.11
H -0.6177 -1.9762 -2.0232  0.09
C -5.1120 1.3377 -0.0575  -0.18
Si -3.9637 1.1614 -1.5198  0.41
C -3.7492 2.7991 -2.3922  -0.19
C -4.6172 -0.1258 -2.7072  -0.19
C -2.3407 0.5882 -0.8942  -0.16
C -1.3129 0.1374 -0.4152  -0.19
H -6.1092 1.6563 -0.3698  0.03
H -4.7247 2.0723 0.6509  0.03
H -5.2037 0.3850 0.4685  0.02
H -4.7004 3.1716 -2.7788  0.03
H -3.0557 2.6993 -3.2295  0.03
H -3.3421 3.5463 -1.7082  0.03
H -5.5889 0.1701 -3.1094  0.03
H -4.7356 -1.0864 -2.2021  0.03
H -3.9312 -0.2683 -3.5445  0.03
F 0.2919 -3.6123 -0.6942  -0.04
C 1.2208 -2.6834 -0.2919  -0.40
F 1.6058 -3.1001 0.9894  -0.06
H 2.0976 -2.7887 -0.9359  0.10

Lowest unoccupied orbital energy (eV): -0.67
Kohn-Sham gap (eV): 7.62
HOMO level (eV): -8.30
Energy relative to the best compared isomer or geometry (same formula, charge and spin) (eV): 0.0000
Max |F| (hartree/bohr): 0.0114
Net charge: 0